No. 1
{"formula": "C4H4LiMgO2Tl", "method": "ωB97M-V/def2-TZVPD", "species": ["O", "C", "C", "Li", "Tl", "H", "C", "C", "O", "H", "H", "H", "Mg"], "xyz": [[-1.75580, 1.09587, -1.68243], [-0.75377, 1.73481, -1.23739], [0.15665, 1.87897, -0.31911], [-3.05184, 1.79949, -2.80713], [-2.38695, -0.30698, 0.03370], [0.00707, 2.83956, -1.47665], [2.01711, 2.85137, 1.61514], [0.73147, 3.21036, 1.10809], [2.55228, 1.72091, 1.37944], [2.66951, 3.64465, 2.01539], [0.70088, 4.23996, 0.72317], [-0.02830, 3.00674, 1.88100], [1.66816, 0.47194, 0.13886]], "forces_ev_per_a": [[0.24, 0.39, -2.01], [1.80, 4.04, 1.64], [0.50, -2.27, 1.10], [0.10, 0.08, -0.22], [-0.40, -1.06, 1.30], [-1.98, -0.60, -0.55], [2.65, -1.87, -1.82], [-1.85, 0.09, -1.00], [-0.78, 1.73, 1.15], [-0.14, -0.28, 0.31], [-0.17, -0.24, 0.32], [-0.10, 0.09, -0.68], [0.12, -0.11, 0.46]], "lowdin_charge": [-0.468, -0.558, -0.198, 0.832, 1.054, 0.221, -0.184, -0.021, -0.120, 0.162, 0.117, 0.126, 1.037], "charge": 2, "lumo_ev": [-7.65, -8.23], "multiplicity": 1, "e_above_lowest_kcal_mol": 97.4}

---

No. 2
{"formula": "C4H4BrN", "method": "ωB97M-V/def2-TZVPD", "species": ["N", "C", "Br", "C", "C", "C", "H", "H", "H", "H"], "xyz": [[0.84770, 1.38026, -2.32382], [0.00313, 0.63820, -2.51066], [-1.31801, -0.57672, -2.74641], [-0.75057, 1.12151, 0.33125], [-0.17927, 0.20170, 0.80954], [0.49016, -0.92682, 1.50559], [-1.26028, 1.85963, -0.19010], [1.45159, -0.69342, 2.00895], [0.85354, -1.81548, 0.74585], [-0.13799, -1.18887, 2.36982]], "forces_ev_per_a": [[0.87, 0.81, -0.02], [-1.14, -1.19, -0.27], [0.37, 0.36, 0.00], [-0.36, 0.26, -0.22], [1.56, -1.86, 1.30], [1.26, -1.13, -1.11], [-0.49, 0.91, -0.38], [-0.46, 0.59, -0.58], [-1.59, 2.00, 1.99], [-0.03, -0.74, -0.69]], "lowdin_charge": [0.093, -0.857, 0.783, 0.040, -0.215, -0.125, 0.017, 0.067, 0.131, 0.067], "lumo_ev": 0.26, "multiplicity": 1, "e_above_lowest_kcal_mol": 56.5}

---

No. 3
{"formula": "C48H71FIN4O12", "method": "ωB97M-V/def2-TZVPD", "species": ["C", "C", "N", "C", "C", "C", "C", "C", "C", "C", "O", "C", "C", "C", "C", "C", "C", "C", "C", "C", "C", "F", "C", "C", "C", "C", "I", "N", "N", "N", "C", "C", "C", "C", "C", "O", "H", "H", "H", "H", "H", "H", "H", "H", "H", "H", "H", "H", "H", "H", "H", "H", "H", "H", "H", "H", "H", "H", "H", "H", "H", "H", "H", "H", "H", "H", "H", "H", "H", "H", "H", "H", "H", "H", "H", "H", "H", "O", "C", "O", "C", "C", "C", "H", "H", "H", "H", "H", "H", "O", "C", "O", "C", "C", "C", "H", "H", "H", "H", "H", "H", "O", "C", "O", "C", "C", "C", "H", "H", "H", "H", "H", "H", "O", "C", "O", "C", "C", "C", "H", "H", "H", "H", "H", "H", "O", "C", "O", "C", "C", "C", "H", "H", "H", "H", "H", "H"], "xyz": [[2.84792, -0.27325, 2.06314], [1.40521, -0.56318, 1.67131], [1.11087, -1.89543, 1.12516], [1.77345, -2.18304, -0.12975], [1.10640, -1.50959, -1.37802], [-0.12518, -0.73862, -1.07193], [-0.19772, 0.67317, -1.09986], [1.00250, 1.48668, -1.46817], [0.90841, 1.88896, -2.96863], [1.40134, 0.77666, -3.88206], [1.46684, 3.17291, -3.16480], [2.85146, 3.22864, -3.46025], [3.71892, 2.63407, -2.38456], [4.54761, 1.53238, -2.65599], [5.36394, 0.97458, -1.66231], [5.35435, 1.52531, -0.37982], [4.53184, 2.62714, -0.09638], [3.72425, 3.18072, -1.09407], [-1.41279, 1.27763, -0.79539], [-1.61442, 2.76225, -0.81632], [-1.60343, 3.37500, 0.59723], [-1.02407, 2.50800, 1.51001], [-2.49451, 0.44865, -0.47220], [-3.82628, 1.04033, -0.16818], [-4.93459, 0.03009, 0.04400], [-5.25622, -0.74635, -1.24172], [-6.65184, 1.18623, 0.63054], [-2.40281, -0.86140, -0.47126], [-1.23945, -1.39301, -0.78758], [-1.26041, -2.81382, -0.84693], [-1.67426, -3.24830, -1.97664], [-1.71523, -4.72073, -2.13584], [-2.10813, -2.40526, -3.13204], [1.12995, -2.90449, 2.08282], [0.64255, -4.26655, 1.68474], [1.44167, -2.69456, 3.21954], [3.56674, -0.51473, 1.28838], [3.08503, -0.76402, 2.99578], [2.93248, 0.79648, 2.24124], [1.06885, 0.18196, 0.95375], [0.77609, -0.43702, 2.54435], [2.80010, -1.82847, -0.13140], [1.84234, -3.24279, -0.31690], [0.85041, -2.26515, -2.11663], [1.84242, -0.88175, -1.84463], [1.01864, 2.40246, -0.89524], [1.91210, 0.93569, -1.28454], [-0.15265, 1.98937, -3.18425], [2.23897, 0.23957, -3.46004], [1.62095, 1.12635, -4.88079], [0.59549, 0.05253, -3.96748], [3.08479, 4.28749, -3.53340], [3.09049, 2.80427, -4.43109], [4.56291, 1.10882, -3.64939], [6.00028, 0.13398, -1.88410], [5.98437, 1.11914, 0.39484], [4.52916, 3.06649, 0.88732], [3.09498, 4.03634, -0.89603], [-0.88526, 3.24288, -1.44736], [-2.58678, 2.95083, -1.26041], [-1.04793, 4.30796, 0.58821], [-2.61042, 3.61283, 0.92441], [-4.10327, 1.60506, -1.06007], [-3.75715, 1.75974, 0.63915], [-4.70676, -0.64234, 0.85877], [-4.80203, -0.28446, -2.11354], [-4.93203, -1.77540, -1.13803], [-6.32110, -0.77107, -1.42350], [-1.63042, -5.21171, -1.17614], [-0.89454, -5.02836, -2.77967], [-2.64797, -4.99891, -2.61472], [-2.95340, -1.78131, -2.86934], [-1.27211, -1.78878, -3.45700], [-2.35013, -3.04745, -3.96617], [0.58164, -4.39456, 0.61328], [1.36493, -4.98016, 2.06352], [-0.31705, -4.44312, 2.14940], [4.59976, -3.47662, -1.88295], [4.48478, -4.50438, -1.27805], [3.27738, -4.94447, -0.85801], [3.42771, -6.15325, -0.07944], [4.76569, -6.73677, -0.51535], [5.56457, -5.47569, -0.85302], [3.41980, -5.88192, 0.97721], [2.58353, -6.80648, -0.28466], [5.22282, -7.36486, 0.24503], [4.63122, -7.33937, -1.41430], [6.07341, -5.06117, 0.01830], [6.28071, -5.62273, -1.65593], [-5.89420, 0.36832, 4.37559], [-4.78740, 0.77555, 4.56253], [-4.07531, 1.44175, 3.60601], [-2.74444, 1.71503, 4.08871], [-2.84667, 1.66948, 5.60725], [-3.94702, 0.63391, 5.81656], [-2.07127, 0.95016, 3.69241], [-2.43101, 2.68722, 3.71268], [-1.90529, 1.42442, 6.09343], [-3.17681, 2.63442, 5.99014], [-3.55657, -0.38459, 5.85169], [-4.54623, 0.82548, 6.70161], [-3.61313, 2.35939, -3.33814], [-4.04056, 3.46413, -3.14172], [-4.61642, 3.79981, -1.97056], [-5.10983, 5.15455, -2.01636], [-4.30561, 5.82452, -3.12435], [-4.04305, 4.65488, -4.07741], [-6.17692, 5.11892, -2.23914], [-4.96863, 5.61092, -1.04052], [-4.82479, 6.66460, -3.57884], [-3.35902, 6.19024, -2.72399], [-4.84728, 4.51876, -4.80156], [-3.09363, 4.73160, -4.59897], [0.71121, -2.82139, -4.40588], [1.79052, -2.75204, -4.93353], [2.25800, -1.60081, -5.45041], [3.53117, -1.82368, -6.09600], [4.07977, -3.09238, -5.45779], [2.79712, -3.86147, -5.13991], [3.35363, -1.93433, -7.16678], [4.16025, -0.95250, -5.93017], [4.77524, -3.62602, -6.10156], [4.59576, -2.84839, -4.52963], [2.46076, -4.47503, -5.97760], [2.87469, -4.47177, -4.24538], [-3.51903, 2.04549, 9.01495], [-2.42791, 2.45927, 9.27185], [-1.69286, 3.15514, 8.37018], [-0.38465, 3.43617, 8.89969], [-0.54306, 3.35316, 10.41370], [-1.63883, 2.29568, 10.55610], [0.31096, 2.68749, 8.51398], [-0.07369, 4.41878, 8.55431], [0.38454, 3.10886, 10.92637], [-0.90064, 4.30799, 10.79996], [-1.23404, 1.28311, 10.58186], [-2.28058, 2.45248, 11.41754]], "forces_ev_per_a": [[-0.30, 0.30, 0.12], [0.02, 0.09, 0.00], [0.57, 0.19, 0.21], [-0.39, 0.29, -0.81], [-0.01, -0.62, 0.27], [0.05, 0.64, -0.15], [-0.42, 0.05, 0.41], [-0.42, -0.10, -0.53], [-0.02, -0.25, 0.27], [-0.38, 0.05, 0.37], [-0.03, 0.03, -0.29], [0.23, 0.32, 0.36], [0.69, -0.60, 0.28], [-0.05, 0.29, 0.62], [-0.49, 0.65, 0.16], [-0.49, 0.37, -0.34], [-0.07, -0.19, -0.70], [0.46, -0.56, -0.18], [0.83, -0.20, -0.41], [-0.17, -0.10, 0.29], [-0.11, 0.24, -0.48], [0.13, 0.01, 0.07], [-0.10, -0.25, 0.23], [-0.25, -0.12, -0.42], [-0.19, 0.21, -0.35], [-0.22, -0.07, 0.38], [-0.05, -0.05, 0.15], [0.19, -0.16, -0.01], [-0.43, -0.32, -0.17], [0.21, 0.30, 0.21], [-0.15, 0.14, 0.07], [-0.07, -0.06, 0.14], [0.42, -0.15, -0.01], [-0.45, -0.26, -0.74], [0.65, -0.12, -0.51], [0.14, 0.42, 1.33], [0.15, -0.15, -0.09], [0.22, -0.32, 0.06], [0.05, 0.18, -0.02], [0.02, -0.03, -0.16], [-0.13, 0.00, 0.16], [0.22, 0.05, 0.24], [-0.13, -0.14, 0.14], [0.05, -0.10, -0.02], [0.05, 0.27, -0.15], [0.06, 0.14, 0.26], [0.31, 0.07, 0.21], [-0.17, 0.43, -0.10], [0.44, 0.09, -0.18], [0.07, 0.08, -0.21], [-0.08, -0.20, -0.14], [-0.12, 0.19, -0.04], [-0.08, -0.31, -0.17], [-0.03, -0.02, -0.16], [0.08, -0.14, -0.07], [0.08, -0.09, 0.09], [0.04, 0.02, 0.18], [-0.03, 0.11, 0.13], [0.34, 0.10, -0.14], [0.04, 0.07, 0.05], [0.25, 0.04, 0.13], [-0.17, -0.19, 0.22], [-0.01, 0.19, 0.03], [0.08, -0.03, 0.32], [-0.14, -0.03, 0.27], [0.18, 0.06, -0.12], [0.22, -0.17, -0.14], [-0.24, -0.05, -0.05], [0.07, -0.14, 0.16], [0.08, -0.03, -0.18], [-0.11, -0.15, -0.10], [-0.18, 0.13, 0.04], [0.01, 0.20, -0.01], [-0.20, -0.05, -0.19], [-0.35, -0.07, -0.16], [-0.03, -0.24, 0.23], [-0.23, -0.02, 0.08], [-0.07, 0.11, -0.15], [0.14, 0.10, 0.06], [-0.07, -0.22, 0.04], [0.08, -0.14, 0.05], [0.09, 0.09, -0.04], [-0.26, -0.33, -0.06], [0.01, 0.03, 0.01], [-0.06, 0.10, -0.05], [-0.02, 0.04, 0.05], [-0.01, -0.01, 0.01], [0.05, 0.03, -0.02], [0.10, 0.15, 0.04], [0.07, 0.11, -0.20], [-0.05, -0.25, 0.20], [0.05, -0.01, 0.00], [0.06, 0.06, 0.08], [-0.09, -0.08, 0.02], [0.12, 0.39, -0.07], [0.00, 0.00, 0.00], [-0.08, -0.05, -0.08], [0.02, -0.01, -0.04], [0.03, 0.01, 0.02], [-0.05, -0.04, 0.03], [-0.04, -0.15, 0.02], [0.09, -0.04, 0.07], [-0.13, 0.01, -0.40], [0.02, 0.04, 0.14], [-0.09, 0.22, -0.09], [0.04, -0.10, -0.09], [0.06, 0.25, 0.33], [0.00, -0.03, 0.00], [0.02, -0.12, 0.06], [-0.05, -0.04, 0.00], [0.00, 0.02, 0.00], [0.02, -0.03, -0.05], [-0.04, -0.13, -0.13], [0.03, 0.08, 0.06], [-0.06, -0.15, -0.05], [0.02, -0.08, -0.03], [0.16, -0.05, -0.07], [-0.05, -0.08, 0.06], [0.31, 0.23, 0.03], [-0.03, -0.01, 0.00], [-0.11, 0.07, 0.03], [-0.05, 0.01, -0.06], [0.01, 0.00, 0.04], [-0.04, -0.04, 0.03], [-0.13, -0.10, 0.01], [-0.05, 0.03, -0.08], [-0.04, -0.21, 0.08], [0.11, 0.09, -0.05], [0.07, 0.03, 0.12], [-0.07, -0.09, 0.05], [0.17, 0.40, -0.04], [-0.01, -0.02, 0.01], [-0.08, 0.00, -0.08], [0.01, -0.04, -0.04], [0.01, 0.01, -0.01], [-0.05, -0.04, 0.03], [-0.07, -0.16, 0.00]], "lowdin_charge": [-0.054, -0.185, -0.052, -0.116, -0.046, -0.113, -0.062, -0.068, -0.336, -0.021, -0.091, -0.158, -0.213, -0.041, -0.066, -0.084, -0.069, -0.041, -0.057, -0.075, -0.150, -0.036, -0.155, -0.240, -0.736, -0.161, 0.901, 0.231, -0.048, 0.185, -0.343, -0.008, 0.006, -0.494, 0.013, 0.096, 0.058, 0.071, 0.074, 0.096, 0.122, 0.112, 0.086, 0.101, 0.090, 0.124, 0.108, 0.141, 0.061, 0.097, 0.083, 0.134, 0.117, 0.104, 0.101, 0.101, 0.101, 0.119, 0.113, 0.082, 0.123, 0.116, 0.086, 0.091, 0.078, 0.072, 0.067, 0.037, 0.083, 0.096, 0.093, 0.075, 0.071, 0.092, 0.049, 0.078, 0.095, 0.109, -0.485, -0.008, -0.143, -0.140, -0.062, 0.123, 0.129, 0.121, 0.121, 0.137, 0.129, 0.108, -0.480, -0.013, -0.164, -0.155, -0.067, 0.120, 0.113, 0.113, 0.117, 0.134, 0.120, 0.111, -0.493, -0.013, -0.128, -0.140, -0.059, 0.133, 0.128, 0.120, 0.118, 0.137, 0.128, 0.094, -0.465, 0.012, -0.129, -0.138, -0.058, 0.130, 0.124, 0.121, 0.104, 0.136, 0.118, 0.126, -0.484, 0.004, -0.152, -0.149, -0.069, 0.126, 0.124, 0.116, 0.119, 0.132, 0.127], "charge": 1, "lumo_ev": -2.68, "multiplicity": 1}

---

No. 4
{"formula": "C12H28IrN3O5", "method": "ωB97M-V/def2-TZVPD", "species": ["Ir", "C", "O", "C", "C", "O", "C", "H", "H", "H", "H", "H", "H", "H", "H", "H", "H", "N", "C", "C", "C", "O", "O", "H", "H", "H", "H", "H", "H", "C", "N", "C", "C", "O", "N", "C", "C", "H", "H", "H", "H", "H", "H", "H", "H", "H", "H", "H", "H"], "xyz": [[-0.24896, -0.19601, 0.41384], [-4.77576, 1.20158, 0.61152], [-3.36897, 1.43170, 0.43345], [-2.91232, 2.64916, 1.06775], [-1.39774, 2.81873, 0.89264], [-0.38030, 1.81010, 1.33801], [-0.45957, 1.50330, 2.79314], [-5.35767, 1.65331, -0.19365], [-5.15315, 1.64022, 1.51734], [-4.95865, 0.14113, 0.52171], [-3.25561, 2.62474, 2.09657], [-3.42749, 3.57545, 0.72067], [-1.06438, 3.76077, 1.36355], [-1.15058, 2.95855, -0.17362], [-0.08597, 2.38036, 3.35301], [0.26855, 0.71060, 2.98030], [-1.44179, 1.12740, 3.04330], [-1.94725, -0.98018, 1.22418], [-2.47892, -2.26791, 0.59883], [-1.51158, -3.40752, 0.60828], [-0.05658, -3.04184, 0.27620], [0.89364, -3.81596, 0.39574], [0.07249, -1.87852, -0.42058], [-1.69744, -1.28092, 2.16860], [-2.63353, -0.14273, 1.07459], [-2.80743, -2.08106, -0.38689], [-3.38751, -2.59136, 1.21204], [-1.93542, -4.26274, 0.05709], [-1.51045, -3.78863, 1.65642], [4.41821, -1.26120, -1.26703], [3.60468, -0.31057, -0.54727], [4.08605, 0.24930, 0.70860], [2.34369, -0.06217, -1.01234], [1.46064, 0.36039, -0.12095], [2.07691, -0.15271, -2.33212], [2.78849, 0.78348, -3.16586], [0.74420, -0.38158, -2.91673], [5.01991, -1.78859, -0.53956], [5.01283, -0.81381, -2.06537], [3.78230, -1.98440, -1.70248], [4.27085, 1.35855, 0.58650], [5.06457, -0.16253, 0.84671], [3.36727, 0.04800, 1.58007], [3.13935, 0.27518, -4.08627], [3.63847, 1.25707, -2.65680], [2.07033, 1.60172, -3.37918], [0.16016, 0.57466, -2.72364], [0.25980, -1.30589, -2.50928], [0.86167, -0.53665, -3.94105]], "forces_ev_per_a": [[-0.53, 0.84, -0.06], [-0.27, 0.40, -1.11], [0.47, 0.46, 0.40], [0.00, -0.57, 0.23], [0.89, 1.10, -0.54], [-2.08, 0.90, 1.46], [1.12, 0.63, -0.69], [0.24, 0.19, -0.15], [0.02, -0.15, 0.72], [0.02, -0.33, 0.37], [0.37, -0.22, 0.58], [0.56, -0.62, -0.56], [-0.41, -0.36, 0.03], [-0.22, -0.32, 0.35], [-0.71, -0.34, -0.18], [0.03, -0.01, -0.10], [-0.31, 0.39, 0.28], [-1.91, -0.63, -0.12], [-1.70, 0.03, 1.30], [0.67, -0.23, 2.17], [1.56, -3.70, -1.49], [-2.41, 2.43, 0.25], [0.23, -2.28, -0.36], [-0.69, 0.83, 0.32], [0.69, -1.33, 0.88], [-0.37, 0.65, -1.08], [1.09, 0.58, -0.90], [0.61, 0.43, -0.27], [0.39, 0.01, -0.56], [0.75, 0.14, -0.18], [-3.01, 0.61, -0.86], [-0.91, 1.33, 0.68], [1.90, -0.04, 1.18], [2.44, 0.84, -1.52], [-0.41, -0.65, 0.82], [0.99, 0.82, -1.00], [-1.05, 0.42, 2.91], [0.41, 0.07, -0.01], [0.20, 0.06, 0.26], [-0.70, -0.75, -0.60], [-0.53, -1.08, 0.25], [0.31, -0.41, 0.56], [1.27, 0.24, -1.28], [-0.25, 0.54, 0.42], [-0.17, -0.39, -0.10], [0.51, -0.34, -0.33], [0.12, -1.28, -0.44], [0.44, 1.13, -0.26], [0.29, -0.01, -1.68]], "lowdin_spin": [2.837, 0.001, 0.004, 0.001, 0.012, 0.140, 0.016, 0.000, 0.000, 0.000, 0.000, 0.000, 0.003, 0.001, 0.003, 0.004, 0.000, 0.096, 0.013, 0.007, 0.028, 0.059, 0.402, 0.009, 0.013, 0.000, 0.002, 0.000, 0.001, 0.005, 0.037, 0.003, 0.019, 0.246, 0.029, 0.002, -0.001, 0.000, 0.002, 0.001, 0.001, 0.000, 0.001, 0.001, 0.000, 0.001, 0.000, -0.001, 0.000], "charge": 2, "lumo_ev": [-5.40, -9.30], "s2": 6.01, "multiplicity": 5}

---

Per-record max |F|, hartree/bohr: 0.0918, 0.0630, 0.0273, 0.0833
Per-record molar mass, g mol⁻¹: 319.70, 145.99, 1042.01, 486.59